(1)
Computed, not measured: the molecule C4H6N4O at a distorted geometry, with wB97M-V/def2-TZVPD.

Atoms and positions in Å:
C -1.914 -1.609 0.406
N -0.697 -0.872 0.279
N -0.785 0.259 -0.292
C 0.328 1.006 -0.445
C 1.595 0.745 0.020
N 2.614 1.636 -0.110
N 1.954 -0.379 0.704
C 1.370 -1.379 1.085
O 1.219 -2.412 1.585
H -1.970 -1.979 1.431
H -2.792 -1.004 0.160
H -1.864 -2.473 -0.258
H 0.154 1.942 -0.955
H 2.522 2.379 -0.778
H 3.535 1.344 0.169

Force components x, y, z for each atom (eV/Å):
C -0.452 -0.088 0.023
N 1.229 1.593 -0.537
N -1.074 -1.792 0.594
C 0.954 0.641 -0.117
C -0.593 -0.221 0.085
N -0.023 -0.014 -0.058
N 0.789 0.902 -0.214
C -0.605 -0.507 0.064
O -0.164 -0.429 0.198
H -0.129 -0.053 -0.033
H 0.093 -0.035 0.030
H -0.066 -0.083 0.022
H 0.044 0.060 -0.005
H 0.060 0.033 0.051
H -0.065 -0.007 -0.103

Properties
- Energy relative to the best compared isomer or geometry (same formula, charge and spin): 1.414 eV
- Multiplicity: 1
- SMILES string: C/N=N/C=C(/N)N=C=O
- Charge: 0

***

(2)
Computed, not measured: a cluster of 13 separate species, C4H31NO15 in total at a distorted geometry, with wB97M-V/def2-TZVPD.

Atoms and positions in Å:
C 0.110 0.293 2.128
C -0.489 0.306 0.725
N 0.214 -0.182 -0.387
C 1.187 -1.259 -0.131
C 1.928 -1.159 -1.501
O 1.489 -2.127 -2.348
O 2.842 -0.439 -1.842
O -1.555 0.861 0.511
H -0.551 0.922 2.738
H 0.208 -0.787 2.368
H 1.091 0.733 2.344
H -0.410 -0.283 -1.160
H 1.925 -0.965 0.590
H 0.953 -2.298 0.209
H 2.117 -2.092 -3.092
H -3.249 -2.076 -1.951
H -1.735 -1.673 -2.267
O -2.325 -2.260 -1.791
H -0.026 -3.354 1.018
H 1.101 -4.403 0.722
O 0.762 -3.788 1.377
H -4.537 -0.083 -0.775
H -3.039 -0.030 -0.521
O -3.684 -0.168 -1.235
H -1.027 -0.651 -3.597
H -1.818 0.667 -3.112
O -1.138 0.017 -2.918
H 0.982 2.489 -1.610
H -0.400 2.054 -1.506
O 0.198 2.668 -1.065
H -3.027 2.178 -0.871
H -3.368 3.392 -0.053
O -2.843 3.134 -0.832
H -0.477 3.214 0.858
H 0.825 3.264 1.614
O -0.091 2.977 1.717
H 3.713 -1.526 1.643
H 3.148 -2.924 1.683
O 3.466 -2.254 1.065
H -2.914 2.095 1.797
H -2.122 3.203 2.211
O -3.070 2.997 2.135
H -2.244 -2.625 0.090
H -2.409 -2.992 1.532
O -1.794 -3.113 0.798
H 4.743 -0.346 -0.307
H 3.446 0.368 -0.449
O 4.075 0.045 0.264
H 3.261 1.874 1.110
H 3.606 3.329 0.817
O 2.951 2.776 1.256

Force components x, y, z for each atom (eV/Å):
C -0.118 -0.757 -0.152
C 1.429 1.176 -0.855
N -0.631 -0.900 3.668
C 1.129 1.149 -2.208
C 0.529 -2.079 0.667
O 0.302 0.443 -0.009
O -1.181 0.065 -0.244
O -0.990 -0.491 0.121
H -0.071 -0.921 -0.002
H -0.394 0.522 0.554
H -0.010 -0.096 -1.001
H -0.252 -0.190 -0.603
H -0.027 0.613 0.196
H -0.401 1.278 -1.117
H -0.315 -0.049 -0.079
H 0.100 0.734 -0.351
H -0.734 0.385 0.112
O 0.695 -1.801 0.511
H -0.532 -0.651 0.087
H -0.260 -0.064 -0.151
O 0.606 -0.192 0.626
H 0.240 0.095 -0.339
H 0.322 0.027 -0.117
O -0.936 0.538 0.626
H -0.242 0.496 -0.664
H -0.318 -0.318 -0.440
O 0.723 0.054 0.498
H 0.144 0.397 0.530
H -0.564 0.173 0.413
O 0.550 -0.234 -1.149
H 0.245 0.430 -0.092
H 0.437 0.127 -0.134
O -0.663 -0.471 0.141
H 0.138 -0.263 -0.018
H 0.162 -0.119 0.101
O -0.248 0.791 -0.097
H 0.199 0.247 -0.307
H -0.151 -0.173 -0.178
O 0.203 -0.911 0.752
H -0.523 0.133 0.048
H -0.117 0.656 0.285
O 0.733 -0.820 -0.277
H 0.485 -0.147 -0.664
H 0.356 -0.245 0.247
O -0.763 0.494 0.311
H 0.225 -0.183 0.248
H 0.817 -0.651 1.039
O -0.388 1.717 -0.587
H 0.174 -0.098 0.021
H -0.041 -0.023 0.065
O -0.072 0.109 -0.033

Properties
- Energy relative to the best compared isomer or geometry (same formula, charge and spin): 3.051 eV
- Multiplicity: 1
- Charge: 0

***

no.,HOMO (Eh),DFT total energy (Ha)
1,-0.302,-450.23669
2,-0.360,-1354.36652